11
Properties=species:S:1:pos:R:3:forces:R:3 method="wB97M-V/def2-TZVPD" e_above_lowest_kj_mol=129.9 homo_ev=-8.3392 total_energy_ev=-19913.8530 homo_lumo_gap_ev=9.143 mol_weight_g_mol=113.13 largest_force_ev_per_a=5.10
C 0.53579 0.05284 -1.27136 -4.4 -0.8 2.4
C -0.79588 -0.26868 0.23528 1.6 -0.5 -4.0
N -0.44813 0.58667 1.24291 1.6 -1.5 1.1
F -2.00080 0.05827 -0.30409 0.1 -0.1 0.2
F -0.83220 -1.62847 0.56437 0.3 2.1 -0.1
S 1.91552 -0.90813 -0.94223 1.0 -1.3 -1.1
H -0.10614 -0.17429 -2.14247 0.9 -0.1 0.3
H 0.68340 1.09842 -1.12021 0.0 0.7 -0.1
H -0.15932 0.15657 2.09477 0.3 -0.5 0.4
H -0.98395 1.36430 1.44427 -1.6 1.6 -0.1
H 2.19171 -0.33750 0.19878 0.3 0.5 0.9